The following is a quantum chemistry calculation of a cluster of 7 separate species, C5H23NO8 in total, from the Open Molecules 2025 dataset.

Last column: natural (NBO) charge in e.
Positions of all 37 atoms, in Å:
C  -2.47368  1.14052  1.55738  -0.253
N  -2.39454  -0.25232  1.81280  -0.252
C  -3.06158  -1.15452  1.01852  0.454
O  -2.76432  -2.32599  1.18885  -0.319
C  -1.15027  1.54566  0.89068  -0.417
C  -0.82519  3.01269  0.87374  0.031
C  -1.60035  3.76855  -0.08908  -0.648
O  0.53929  3.25446  0.48099  -0.681
H  -3.38258  1.27194  1.01970  0.245
H  -2.39560  1.57118  2.61415  0.283
H  -1.75760  -0.62457  2.57325  0.464
H  -3.81993  -0.66041  0.32700  0.190
H  -1.22145  1.14639  -0.20779  0.234
H  -0.29179  0.93392  1.20428  0.252
H  -0.65372  3.61431  1.85257  0.240
H  -1.18270  4.74448  -0.32509  0.268
H  -2.75285  3.67055  -0.01823  0.219
H  -1.56404  3.28337  -1.15746  0.208
H  0.62270  2.95171  -0.45652  0.474
H  0.00549  -1.42769  1.08636  0.431
H  0.46707  -2.61161  0.39178  0.521
O  0.70134  -2.08985  1.15363  -0.932
H  1.83202  -1.97103  -3.23245  0.511
H  3.10599  -2.83195  -2.81926  0.494
O  2.09372  -2.98054  -3.17288  -0.965
H  0.34089  -4.43368  -1.12707  0.475
H  1.09402  -3.40927  -2.05200  0.507
O  0.40662  -3.50963  -1.35740  -1.025
H  2.47922  0.82191  -0.09419  0.513
H  2.81520  2.32414  -0.53290  0.492
O  2.48347  1.49974  -0.78782  -1.007
H  2.55892  0.39539  -2.06094  0.521
H  1.42281  -0.01414  -3.04685  0.464
O  2.26754  -0.30285  -2.72731  -1.000
H  1.94905  -0.89219  1.06783  0.497
H  3.46106  -1.01350  1.00236  0.483
O  2.80934  -0.41414  0.94625  -0.972

Forces on the atoms, in the same order (eV/Å):
1.192 -0.405 3.014
0.781 0.276 0.915
-0.287 -1.158 0.057
-0.737 0.821 -0.719
0.732 -1.629 -2.767
2.956 2.502 1.753
-3.690 -0.632 -3.976
0.110 -1.568 -1.233
-0.523 0.947 -0.386
-0.700 0.108 -1.331
-0.788 0.280 -1.123
0.830 -1.001 0.518
-0.073 0.989 1.534
-0.210 0.418 0.760
-1.637 -1.673 -0.755
-0.563 0.287 0.735
1.686 0.932 0.587
0.556 0.297 1.696
0.267 0.230 0.852
0.000 0.107 0.262
0.377 -1.235 -1.487
-0.645 1.029 0.912
1.003 -2.638 0.254
-3.790 -0.694 -1.366
3.366 3.117 0.761
0.017 -0.370 -0.129
0.315 -0.070 -0.162
-0.814 0.381 1.084
0.724 0.121 0.703
0.986 1.532 1.002
-1.408 -1.349 -1.758
-0.471 -0.738 -0.913
-0.569 0.585 -0.241
0.796 0.490 0.777
1.168 -0.203 -0.133
3.639 -3.370 0.266
-4.598 3.287 0.038

Properties
Multiplicity: 2
F_max, hartree/bohr: 0.1099
Charge: +1
LUMO energy (alpha / beta), eV: -4.19 / -9.17